Entry from OMol25: a 11-piece molecular cluster, C25H53Cl20FNO overall (ωB97M-V/def2-TZVPD).

Each line ends with the Mulliken charge.
Atoms and positions in Å:
1 Cl -0.825 -3.654 -4.743  -0.178
2 C -1.354 -0.334 -3.318  -0.205
3 H -7.247 -0.131 -4.584  0.302
4 H -0.605 2.318 1.922  0.317
5 H 4.529 -3.332 2.321  0.348
6 Cl 6.428 2.283 6.413  -0.170
7 C 5.936 -5.788 -1.724  -0.478
8 Cl 0.993 4.054 8.651  -0.161
9 N 0.879 2.433 4.530  0.495
10 H 6.518 -4.261 -3.133  0.335
11 H -2.723 1.137 -4.113  0.343
12 H 5.056 -6.097 -1.167  0.317
13 H 3.892 3.182 7.572  0.395
14 Cl -2.800 -0.680 -5.605  -0.091
15 H -0.362 6.822 6.616  0.379
16 H 4.929 -4.984 -3.426  0.301
17 C -0.006 5.477 8.234  -0.477
18 C 3.802 3.055 6.497  -0.152
19 Cl 3.707 3.712 2.771  -0.115
20 Cl 1.978 6.711 6.805  -0.167
21 Cl -2.578 -1.093 -2.267  -0.080
22 Cl 3.165 1.394 6.197  -0.166
23 H 3.780 -0.980 1.801  0.304
24 Cl 4.837 -3.290 -1.801  -0.125
25 H -2.531 0.940 -0.490  0.159
26 H -1.766 -6.336 -5.281  0.324
27 Cl -1.364 -2.462 1.815  -0.035
28 H -2.759 -3.069 3.619  0.301
29 H -2.471 1.886 1.007  0.377
30 H 5.171 5.698 0.029  0.356
31 H 4.678 -1.745 0.482  0.416
32 H -3.906 0.069 -8.337  0.164
33 C 4.371 5.315 0.660  -0.478
34 H -1.128 1.917 4.173  0.427
35 H 0.275 5.253 6.112  -0.139
36 H 3.939 6.139 1.221  0.310
37 C -0.208 1.408 4.444  -0.974
38 Cl -4.484 -1.183 2.255  -0.199
39 H 5.255 3.379 1.023  0.335
40 H -2.806 -3.550 -6.007  0.117
41 H -3.273 -6.023 -6.157  0.350
42 C -3.831 -0.314 -9.352  -0.263
43 Cl 3.109 4.659 -0.411  -0.158
44 H 1.702 2.174 3.968  0.023
45 C 4.931 4.258 1.573  -0.616
46 C 5.621 -4.648 -2.657  -0.488
47 H 6.305 -6.636 -2.298  0.337
48 C 3.762 -1.784 1.067  -0.695
49 H -4.025 -3.001 0.832  0.252
50 Cl 7.201 -5.359 -0.542  -0.182
51 C 3.634 -3.124 1.739  -0.244
52 Cl 2.247 -3.149 2.869  -0.166
53 H -0.703 -1.126 -3.674  0.175
54 H -4.875 -3.498 2.304  0.376
55 C -2.399 -4.277 -5.309  -0.103
56 C 0.043 1.667 1.322  -0.558
57 C 0.335 6.027 6.874  -0.054
58 H 5.387 4.303 5.825  0.358
59 Cl -6.327 -1.727 -6.034  -0.150
60 H 1.199 2.542 5.502  0.192
61 H 1.009 -0.182 1.604  -0.423
62 C -2.124 0.971 0.518  -0.518
63 C 0.168 0.280 3.487  -0.229
64 C -5.970 -1.318 -3.358  0.031
65 C -1.984 0.418 -4.460  -0.750
66 H -4.958 -0.289 -11.188  0.334
67 C -2.764 -3.291 2.555  -0.664
68 H 3.058 3.765 6.131  -0.014
69 H 1.858 1.155 2.401  0.399
70 C -2.278 -5.639 -5.939  -0.491
71 H -7.879 -1.754 -4.267  0.352
72 H -5.028 -0.842 -3.615  -0.152
73 H 3.490 -3.918 1.012  0.192
74 H 4.907 2.978 4.726  0.015
75 H 0.148 6.213 9.018  0.353
76 H -0.774 0.350 -2.697  0.213
77 Cl -1.384 -5.591 -7.481  -0.194
78 H -3.052 -4.326 -4.439  0.162
79 O -0.710 0.908 0.412  -0.157
80 Cl 2.405 -1.470 -0.049  -0.132
81 H -2.504 0.094 1.043  0.014
82 C 0.872 0.718 2.198  0.476
83 Cl -2.364 0.383 -10.088  -0.193
84 H 0.754 -0.477 4.009  0.327
85 C -5.074 -0.007 -10.145  -0.394
86 C 5.096 3.256 5.759  -0.144
87 Cl -5.495 1.725 -10.091  -0.193
88 H -0.348 1.021 5.451  0.384
89 F 0.452 3.675 4.129  -0.181
90 H -0.770 -0.203 3.205  0.040
91 H -2.609 -4.359 2.416  0.361
92 H 0.724 2.309 0.756  0.165
93 H 5.771 4.654 2.140  0.344
94 H -6.364 -0.862 -2.451  0.324
95 H -1.212 0.950 -5.014  0.415
96 C -4.064 -2.886 1.912  -0.335
97 H -1.048 5.162 8.249  0.307
98 Cl -5.616 -3.024 -2.970  -0.185
99 C -6.979 -1.180 -4.468  -0.530
100 H -5.915 -0.554 -9.721  0.273
101 H -3.683 -1.392 -9.310  0.283

Output
Total charge: +1
Orbital gap: 9.03 eV
Calculated total energy: -10417.77420 Eh

=====

Entry from OMol25: one molecule with the formula C7H8 at a distorted geometry (ωB97M-V/def2-TZVPD).

Each line ends with the Mulliken charge.
Atoms and positions in Å:
1 C 0.346 0.996 -0.744  -0.797
2 H -0.975 -2.214 -0.402  0.385
3 H 0.192 -1.618 -1.602  0.324
4 C -0.103 -1.571 -0.549  -1.215
5 C 2.924 0.728 -0.063  0.086
6 C -0.471 -0.158 -0.217  0.605
7 H -0.038 1.938 -0.336  0.355
8 H 3.957 0.623 0.188  0.403
9 H -3.339 0.214 1.550  0.274
10 C -1.492 0.041 0.557  -0.133
11 C 1.762 0.856 -0.365  -0.368
12 C -2.253 0.253 1.582  -0.797
13 H -1.496 0.801 2.161  0.294
14 H 0.715 -1.938 0.074  0.287
15 H 0.270 1.047 -1.834  0.298

Output
Energy above the lowest of the compared OMol25 structures with the same formula, charge and spin: 103.5 kcal/mol
Total charge: 0
Orbital gap: 9.58 eV
SMILES: C#CCC(C)=C=C
Calculated total energy: -271.36646 Eh